1.
C2BrI2O2 | ωB97M-V with the def2-TZVPD basis set

Geometry as XYZ:
```
7
Properties=species:S:1:pos:R:3:lowdin_charge:R:1
C -0.08 -0.34 0.44 -0.939
C -0.13 0.60 -0.89 -1.085
O 0.98 -0.24 0.98 -0.019
O -1.09 -0.95 0.60 -0.042
Br 1.35 1.26 -1.62 0.582
I -1.70 0.17 -2.25 0.746
I 2.08 4.21 -1.74 -0.243
```

**ΔE to the lowest compared entry with this formula, charge and spin**: 21.3 kcal per mole
**Orbital gap (alpha / beta)**: 0.19355 / 0.28005 hartree
**LUMO (alpha / beta)**: 0.62 / 1.99 eV
**Net charge**: -1



2.
C15H43NaO7S6 | ωB97M-V with the def2-TZVPD basis set

Geometry as XYZ:
```
72
Properties=species:S:1:pos:R:3:lowdin_charge:R:1
Na -3.90 1.74 -0.04 0.737
C 0.53 1.09 -0.70 -0.058
C -0.69 0.21 -0.43 -0.657
C -0.70 -0.19 1.02 -0.097
O -1.85 0.78 -0.92 -0.355
H 1.41 0.49 -0.44 0.073
H 0.50 2.03 -0.15 0.063
H 0.63 1.35 -1.76 0.044
H -0.55 -0.76 -0.94 0.106
H 0.13 -0.89 1.22 0.073
H -1.60 -0.74 1.34 0.057
H -0.53 0.62 1.74 0.047
C 3.48 2.42 -3.62 -0.278
S 1.88 3.18 -3.95 0.797
O 1.45 3.77 -2.64 -0.549
C 2.50 4.53 -5.04 -0.240
H 3.96 1.95 -4.48 0.051
H 3.36 1.68 -2.82 0.042
H 4.18 3.19 -3.29 0.053
H 3.30 4.20 -5.70 0.046
H 3.01 5.26 -4.41 0.054
H 1.59 4.85 -5.54 0.039
C -3.53 1.50 -5.82 -0.260
S -1.78 1.65 -5.35 0.792
O -1.70 3.01 -4.74 -0.564
C -1.80 0.29 -4.16 -0.261
H -4.08 1.95 -5.00 0.049
H -3.78 0.46 -5.97 0.047
H -3.56 2.16 -6.69 0.040
H -2.03 -0.63 -4.70 0.051
H -2.60 0.44 -3.43 0.044
H -0.84 0.29 -3.65 0.040
C 0.03 3.77 2.44 -0.273
S 0.96 4.74 3.67 0.825
O 0.28 6.06 3.79 -0.561
C 0.55 3.69 5.10 -0.262
H 0.39 2.74 2.30 0.032
H 0.09 4.25 1.46 0.052
H -1.03 3.61 2.63 0.053
H -0.49 3.90 5.36 0.056
H 1.24 3.78 5.93 0.046
H 0.55 2.66 4.72 0.021
C -1.85 -1.09 6.68 -0.264
S -0.91 -0.03 5.54 0.814
O 0.21 -0.86 4.95 -0.567
C -2.16 -0.05 4.22 -0.265
H -1.29 -1.28 7.60 0.048
H -1.92 -2.09 6.25 0.059
H -2.77 -0.59 6.96 0.048
H -2.18 -1.02 3.71 0.058
H -1.85 0.67 3.47 0.013
H -3.17 0.15 4.58 0.051
C 3.19 -2.63 1.82 -0.257
S 2.29 -4.15 1.37 0.819
O 2.13 -4.11 -0.13 -0.584
C 3.65 -5.33 1.71 -0.256
H 3.66 -2.17 0.94 0.059
H 3.98 -2.82 2.55 0.044
H 2.54 -1.86 2.24 0.039
H 3.29 -6.35 1.60 0.044
H 4.04 -5.14 2.71 0.044
H 4.41 -5.13 0.95 0.056
C -0.92 -5.44 -2.54 -0.244
S -2.02 -3.99 -2.27 0.825
O -3.44 -4.54 -2.25 -0.589
C -1.50 -3.66 -0.58 -0.284
H -0.93 -5.70 -3.60 0.042
H -1.26 -6.27 -1.93 0.054
H 0.07 -5.07 -2.27 0.040
H -2.07 -2.82 -0.16 0.041
H -0.49 -3.25 -0.55 0.033
H -1.68 -4.49 0.10 0.062
```

**ΔE to the lowest compared entry with this formula, charge and spin**: 0.0 kcal per mole
**Orbital gap**: 0.21404 hartree
**LUMO**: -1.34 eV
**Net charge**: 0



3.
C19H20N4O4S | ωB97M-V with the def2-TZVPD basis set

Geometry as XYZ:
```
48
Properties=species:S:1:pos:R:3:lowdin_charge:R:1
C -4.38 -0.75 -0.33 0.002
C -3.01 -0.37 0.08 -0.200
C -2.05 -1.12 0.69 -0.130
N -2.13 -2.47 1.05 0.158
C -1.17 -3.40 0.76 -0.432
O -1.21 -4.52 1.23 0.087
C -0.12 -2.89 -0.17 -0.152
C -0.47 -2.35 -1.40 -0.035
C 0.50 -1.75 -2.18 -0.054
C 1.81 -1.65 -1.73 -0.026
C 2.16 -2.21 -0.50 -0.297
N 3.48 -2.09 -0.06 -0.062
S 4.11 -0.55 0.22 0.600
C 3.26 0.03 1.70 -0.106
O 3.77 0.29 -0.88 -0.304
O 5.49 -0.75 0.53 -0.303
C 1.20 -2.85 0.26 0.039
C -0.87 -0.29 0.87 -0.362
O 0.19 -0.52 1.43 0.050
N -1.21 0.91 0.29 0.061
C -0.38 2.05 0.26 -0.194
C -0.82 3.28 0.74 -0.029
C 0.04 4.36 0.70 -0.080
C 1.33 4.22 0.21 -0.080
C 1.76 2.99 -0.25 -0.063
C 0.91 1.90 -0.24 0.000
N -2.54 0.91 -0.09 -0.063
C -2.99 1.77 -1.16 -0.008
H -4.51 -0.63 -1.41 0.087
H -4.56 -1.79 -0.07 0.082
H -5.13 -0.14 0.17 0.092
H -2.86 -2.77 1.68 0.161
H -1.49 -2.41 -1.75 0.121
H 0.24 -1.33 -3.14 0.107
H 2.56 -1.14 -2.31 0.109
H 3.72 -2.69 0.71 0.118
H 3.46 1.09 1.79 0.067
H 2.19 -0.15 1.60 0.026
H 3.67 -0.51 2.55 0.067
H 1.45 -3.28 1.22 0.137
H -1.81 3.38 1.15 0.117
H -0.30 5.32 1.07 0.104
H 1.99 5.07 0.20 0.103
H 2.77 2.86 -0.63 0.104
H 1.25 0.95 -0.61 0.100
H -2.80 1.33 -2.14 0.102
H -2.46 2.72 -1.09 0.081
H -4.06 1.95 -1.05 0.096
```

**ΔE to the lowest compared entry with this formula, charge and spin**: 28.0 kcal per mole
**SMILES**: Cc1c(NC(=O)c2cccc(NS(C)(=O)=O)c2)c(=O)n(-c2ccccc2)n1C
**Orbital gap**: 0.31163 hartree
**LUMO**: 0.31 eV
**Net charge**: 0



4.
C25H60F5N2O2Si4 | ωB97M-V with the def2-TZVPD basis set

Geometry as XYZ:
```
98
Properties=species:S:1:pos:R:3:lowdin_charge:R:1
C -0.20 3.55 -0.37 -0.122
C -1.48 4.17 -1.11 -0.233
C -2.40 3.12 -1.88 -0.173
C -1.56 1.91 -2.58 -0.198
N -1.57 0.77 -1.64 -0.019
C -1.53 -0.56 -2.30 -0.247
C -0.87 -0.73 -3.73 -0.088
C 0.70 -0.47 -3.38 -0.087
C 0.93 -1.13 -1.95 -0.194
C 1.77 -0.34 -0.84 -0.134
C 3.08 0.39 -1.44 -0.141
C 2.76 1.81 -2.09 -0.073
C 3.26 2.01 -3.57 -0.316
F 4.46 2.77 -3.54 0.067
F 3.52 0.83 -4.28 0.071
C 2.24 2.86 -4.50 -0.366
F 1.37 3.66 -3.76 0.105
F 1.56 2.00 -5.39 0.090
F 2.99 3.70 -5.31 0.116
N -0.50 -1.30 -1.44 0.084
H 0.72 3.82 -0.97 0.060
H -0.09 4.07 0.64 0.086
H -0.27 2.44 -0.16 0.051
H -2.14 4.65 -0.31 0.110
H -1.18 5.01 -1.82 0.112
H -2.87 3.69 -2.76 0.116
H -3.26 2.74 -1.25 0.111
H -2.12 1.71 -3.56 0.125
H -0.52 2.32 -2.81 0.098
H -2.33 0.83 -0.96 0.117
H -2.53 -1.08 -2.15 0.149
H -1.15 -1.71 -4.24 0.133
H -1.12 0.03 -4.54 0.125
H 0.75 0.66 -3.47 0.086
H 1.27 -0.96 -4.25 0.143
H 1.34 -2.19 -1.89 0.163
H 1.12 0.40 -0.25 0.112
H 2.14 -1.11 -0.09 0.123
H 3.61 -0.35 -2.12 0.127
H 3.79 0.56 -0.54 0.099
H 1.64 1.98 -1.96 0.088
H 3.26 2.61 -1.44 0.144
H -0.66 -2.31 -1.59 0.175
H -0.61 -0.91 -0.49 0.166
O 5.73 1.85 4.19 -0.280
Si 5.16 1.56 2.66 0.364
C 6.44 2.04 1.38 -0.156
C 3.59 2.56 2.35 -0.157
C 4.75 -0.26 2.42 -0.157
Si 6.28 3.14 5.11 0.372
C 6.77 2.59 6.83 -0.165
C 4.93 4.44 5.27 -0.165
C 7.78 3.93 4.30 -0.163
H 6.62 3.12 1.40 0.027
H 6.10 1.77 0.37 0.021
H 7.38 1.53 1.57 0.041
H 2.85 2.36 3.12 0.038
H 3.16 2.30 1.38 0.006
H 3.81 3.63 2.35 0.028
H 3.98 -0.58 3.13 0.035
H 5.63 -0.88 2.57 0.039
H 4.37 -0.43 1.41 0.001
H 5.91 2.15 7.36 0.032
H 7.12 3.44 7.41 0.036
H 7.57 1.85 6.79 0.033
H 4.70 4.88 4.30 0.021
H 5.25 5.24 5.94 0.036
H 4.02 4.00 5.67 0.034
H 7.51 4.37 3.34 0.022
H 8.56 3.18 4.13 0.037
H 8.19 4.72 4.94 0.037
O -6.70 -3.96 -0.46 -0.280
Si -7.73 -5.28 -0.51 0.373
C -8.08 -5.90 1.22 -0.162
C -6.95 -6.67 -1.50 -0.165
C -9.36 -4.83 -1.32 -0.165
Si -5.17 -3.58 0.07 0.364
C -4.75 -1.79 -0.28 -0.173
C -3.90 -4.65 -0.81 -0.165
C -5.02 -3.87 1.92 -0.159
H -7.17 -6.28 1.69 0.022
H -8.82 -6.70 1.20 0.038
H -8.47 -5.09 1.85 0.037
H -6.66 -6.32 -2.49 0.035
H -7.65 -7.50 -1.61 0.038
H -6.06 -7.05 -1.00 0.022
H -9.21 -4.49 -2.34 0.032
H -9.87 -4.04 -0.76 0.033
H -10.02 -5.70 -1.34 0.038
H -4.80 -1.58 -1.35 0.025
H -3.74 -1.56 0.08 0.012
H -5.45 -1.12 0.24 0.040
H -4.02 -5.70 -0.54 0.029
H -2.88 -4.35 -0.53 0.016
H -4.00 -4.57 -1.89 0.034
H -5.14 -4.93 2.15 0.028
H -5.79 -3.32 2.45 0.040
H -4.05 -3.55 2.28 0.032
```

**Orbital gap**: 0.32582 hartree
**LUMO**: -2.84 eV
**Net charge**: +1



5.
C3H5NO3 | ωB97M-V with the def2-TZVPD basis set

Geometry as XYZ:
```
12
Properties=species:S:1:pos:R:3:lowdin_charge:R:1
O 1.27 1.16 -2.28 0.057
N 1.83 0.27 -1.68 -0.278
O 3.05 0.24 -1.63 0.070
H 1.12 -0.42 -1.54 0.139
C -1.72 -0.05 1.23 -0.112
C -0.59 -0.02 0.23 -0.172
C 0.51 -0.40 0.68 -0.308
O 1.47 -0.94 1.02 0.204
H -1.80 0.80 1.92 0.067
H -2.74 -0.12 0.79 0.080
H -1.49 -0.98 1.97 0.126
H -0.93 0.46 -0.70 0.128
```

**ΔE to the lowest compared entry with this formula, charge and spin**: 148.7 kcal per mole
**SMILES**: O=[NH+][O-].CC=C=O
**Orbital gap**: 0.33760 hartree
**LUMO**: -0.30 eV
**Net charge**: 0



6.
C4H13N2 | ωB97M-V with the def2-TZVPD basis set

Geometry as XYZ:
```
19
Properties=species:S:1:pos:R:3:lowdin_spin:R:1
C -0.64 -0.74 1.49 0.122
C -0.03 0.33 0.65 0.033
C 0.38 -0.17 -0.70 0.042
C -0.21 0.64 -1.92 0.004
N -0.02 2.05 -1.82 0.001
N 0.44 -1.66 1.86 0.241
H -1.40 -1.35 0.91 0.033
H -1.15 -0.39 2.47 0.041
H -0.82 1.07 0.47 0.002
H 0.77 0.79 1.14 0.020
H 0.49 -1.21 -1.02 0.032
H 1.36 0.28 -0.58 0.010
H 0.34 0.41 -2.85 0.000
H -1.33 0.43 -1.96 0.000
H 0.00 2.81 -1.19 0.000
H -0.11 2.43 -2.74 0.000
H 0.82 -1.39 2.78 0.156
H -0.05 -2.52 1.94 0.136
H 1.17 -1.79 1.07 0.127
```

**Spin multiplicity**: 2
**ΔE to the lowest compared entry with this formula, charge and spin**: 73.1 kcal per mole
**Expectation value of S²**: 0.75
**Orbital gap (alpha / beta)**: 0.16589 / 0.35643 hartree
**LUMO (alpha / beta)**: 0.96 / 0.83 eV
**Net charge**: 0



7.
C4H7NO | ωB97M-V with the def2-TZVPD basis set

Geometry as XYZ:
```
13
Properties=species:S:1:pos:R:3:lowdin_charge:R:1
C 0.68 1.45 0.68 -0.063
C 0.28 0.41 -0.35 -0.326
C 0.51 -1.09 -0.01 -0.028
C -0.93 -1.21 -0.18 -0.582
O -1.52 -2.31 -0.44 -0.031
N -1.20 0.10 -0.36 0.131
H 0.25 2.43 0.43 0.079
H 0.32 1.16 1.68 0.084
H 1.77 1.54 0.71 0.081
H 0.61 0.69 -1.36 0.136
H 0.13 -2.29 -0.72 0.270
H 1.01 -1.37 0.92 0.101
H -1.90 0.49 -0.99 0.148
```

**ΔE to the lowest compared entry with this formula, charge and spin**: 89.4 kcal per mole
**Orbital gap**: 0.38505 hartree
**LUMO**: 0.86 eV
**Net charge**: 0



8.
CH3ClCrNO6 | ωB97M-V with the def2-TZVPD basis set

Geometry as XYZ:
```
13
Properties=species:S:1:pos:R:3:lowdin_spin:R:1
Cr 26.92 -13.62 21.30 4.969
Cl 24.33 -10.91 20.78 0.005
O 24.24 -11.32 19.41 0.002
O 23.10 -10.91 21.51 -0.001
O 25.13 -11.89 21.45 0.024
O 24.97 -9.63 20.93 0.001
C 21.25 -12.80 23.62 0.000
N 20.59 -11.52 23.91 0.000
O 19.44 -11.29 23.58 0.000
O 21.26 -10.66 24.47 0.000
H 22.20 -12.85 23.10 0.000
H 20.45 -13.33 23.09 0.000
H 21.45 -13.21 24.61 0.000
```

**Spin multiplicity**: 6
**Expectation value of S²**: 8.75
**Orbital gap (alpha / beta)**: 0.25194 / 0.27030 hartree
**LUMO (alpha / beta)**: -2.84 / -2.35 eV
**Net charge**: 0



For each record above, in turn, the calculated electronic energy values are -3396.1046; -3675.1490; -1654.2020; -2905.8689; -397.5998; -269.5235; -286.4891; -2050.2806 hartree.